# 1
One molecule with the formula C2H3NOS2 at a distorted geometry, computed with ωB97M-V/def2-TZVPD.

## Properties
LUMO energy, eV: -2.504
Kohn-Sham gap, eV: 6.6
Energy, hartree: -1004.24155
Energy relative to the best compared isomer or geometry (same formula, charge and spin), eV: 3.973
E_HOMO, eV: -9.1
M, g mol⁻¹: 121.19
Total charge: 0

Element x y z (Å)
C1 -1.113 0.932 0.141
C2 0.483 -0.599 -0.618
N1 -1.584 0.131 0.963
O1 -0.028 0.724 -0.685
S1 -0.601 -1.954 -0.118
S2 2.004 -0.445 0.374
H1 -1.500 1.882 0.011
H2 0.959 -0.707 -1.534
H3 1.379 0.036 1.465

***

# 2
C2H3NOS2 as an isolated structure at a distorted geometry, computed with ωB97M-V/def2-TZVPD.

## Properties
LUMO energy, eV: -0.982
Kohn-Sham gap, eV: 8.4
Energy, hartree: -1004.28380
Energy relative to the best compared isomer or geometry (same formula, charge and spin), eV: 2.823
E_HOMO, eV: -9.4
M, g mol⁻¹: 121.19
Total charge: 0

Element x y z (Å)
C1 0.988 -0.736 -0.823
C2 -1.370 0.567 0.748
H1 1.482 0.268 -1.719
H2 1.167 0.817 0.406
H3 -2.515 0.404 1.040
N1 1.015 -0.215 0.484
O1 0.568 -1.902 -0.957
S1 -0.258 -0.592 1.520
S2 -1.078 1.389 -0.700

***

# 3
One molecule with the formula C2H3NOS2 at a distorted geometry, computed with ωB97M-V/def2-TZVPD.

## Properties
LUMO energy (spin up / spin down), eV: -3.091 / -3.091
Kohn-Sham gap (spin up / spin down), eV: 6.1 / 6.1
Energy, hartree: -1004.21204
Energy relative to the best compared isomer or geometry (same formula, charge and spin), eV: 4.776
E_HOMO (spin up / spin down), eV: -9.2 / -9.2
M, g mol⁻¹: 121.19
Total charge: 0

Element x y z (Å)
C1 -1.258 -0.602 0.145
C2 0.721 0.295 -0.694
N1 -0.763 -0.921 1.217
O1 -0.615 -0.209 -0.968
S1 1.777 -1.009 -0.098
S2 0.650 1.720 0.398
H1 -2.413 -0.674 -0.005
H2 1.229 0.454 -1.572
H3 0.673 0.947 1.577

***

Repeat the first record exactly.
One molecule with the formula C2H3NOS2 at a distorted geometry, computed with ωB97M-V/def2-TZVPD.

## Properties
LUMO energy, eV: -2.504
Kohn-Sham gap, eV: 6.6
Energy, hartree: -1004.24155
Energy relative to the best compared isomer or geometry (same formula, charge and spin), eV: 3.973
E_HOMO, eV: -9.1
M, g mol⁻¹: 121.19
Total charge: 0

Element x y z (Å)
C1 -1.113 0.932 0.141
C2 0.483 -0.599 -0.618
N1 -1.584 0.131 0.963
O1 -0.028 0.724 -0.685
S1 -0.601 -1.954 -0.118
S2 2.004 -0.445 0.374
H1 -1.500 1.882 0.011
H2 0.959 -0.707 -1.534
H3 1.379 0.036 1.465

***

Which formula does entry 1 have?
C2H3NOS2

***

Look up the energy of the second one.
-1004.28380 hartree

***

Among the records above, which one has the highest energy?
number 3